Here is C6H9FO as an isolated structure in a non-equilibrium geometry from OMol25. Energies are from ωB97M-V with the def2-TZVPD basis set.

Spin multiplicity: 1
Energy above the lowest of the compared OMol25 structures with the same formula, charge and spin: 14.0 kcal/mol
HOMO-LUMO gap: 10.437 eV
HOMO: -9.484 eV
Total energy: -11131.503 eV

```
17
Properties=species:S:1:pos:R:3:mulliken_charge:R:1
F -0.82 2.07 -0.26 -0.347
O -0.05 -0.31 -1.40 -0.494
C -0.39 1.02 0.53 0.076
C 2.05 0.38 -0.31 -1.558
C -1.30 -0.19 0.54 -0.497
C -0.03 -1.02 0.81 -0.652
C -1.45 -0.43 -0.99 -0.589
C 0.59 0.03 -0.18 0.865
H 2.65 0.08 0.52 0.327
H -2.12 -0.29 1.22 0.484
H -0.01 -2.08 0.53 0.284
H 2.40 -0.11 -1.22 0.385
H 2.11 1.44 -0.48 0.354
H 0.29 -0.88 1.83 0.328
H -1.82 -1.44 -1.12 0.330
H -2.08 0.29 -1.50 0.326
H -0.02 1.44 1.48 0.378
```